{"formula": "C9H7NO4", "method": "ωB97M-V with the def2-TZVPD basis set", "lumo_energy_ev": -0.4, "de_lowest_kcal_mol": 100.3, "smiles": "O=C1OC[C@@]1(c1ccccc1)[N+](=O)[O-]", "symbols": ["C", "C", "C", "C", "C", "C", "C", "C", "C", "N", "O", "O", "O", "O", "H", "H", "H", "H", "H", "H", "H"], "coordinates": [[-2.8901, 0.5368, -0.5282], [-2.2023, -0.2933, -1.3962], [-2.3058, 1.0277, 0.6662], [-0.8283, -0.4643, -1.1100], [-0.9458, 0.8146, 0.9330], [-0.2639, 0.0864, -0.0106], [2.1794, -0.5052, -1.0269], [1.7379, -1.6345, 0.7309], [1.3130, -0.0313, 0.1398], [2.0161, 1.0713, 0.8669], [2.0675, 1.0546, 2.0762], [2.3535, -0.0426, -2.0972], [2.3277, 2.0823, 0.2478], [2.6288, -1.5849, -0.3880], [-4.0026, 0.7655, -0.5407], [-2.6747, -0.8165, -2.1949], [-2.8721, 1.4942, 1.4780], [-0.3267, -1.0566, -1.8146], [-0.3987, 1.1132, 1.7176], [2.2160, -1.3588, 1.6899], [0.8709, -2.2585, 0.5611]], "atomic_forces_ev_per_a": [[-2.007, 0.557, 1.856], [1.004, 0.828, 1.623], [0.954, -0.308, 0.406], [-2.405, -0.257, -1.071], [-2.796, -1.177, -3.356], [3.695, 1.150, 0.158], [-1.374, 1.371, 0.892], [-0.203, 5.750, -0.668], [-1.763, -3.060, 0.960], [-1.130, 2.464, 0.122], [0.084, -1.282, 0.614], [0.642, -0.636, -0.390], [-0.042, -1.396, -0.630], [1.774, -2.458, -1.087], [1.481, -0.578, -0.699], [-0.184, -0.042, -0.562], [-0.190, 0.095, -0.745], [1.184, -0.635, -0.688], [1.250, 1.451, 3.114], [-0.261, -1.416, -0.371], [0.287, -0.422, 0.522]], "nbo_charge": [-0.21, -0.19, -0.19, -0.21, -0.20, -0.03, 0.78, -0.07, -0.05, 0.51, -0.37, -0.49, -0.34, -0.49, 0.22, 0.23, 0.22, 0.22, 0.22, 0.23, 0.21]}

=====

{"formula": "C9H8BrFN2", "method": "ωB97M-V with the def2-TZVPD basis set", "lumo_energy_ev": 0.2, "de_lowest_kcal_mol": 108.0, "symbols": ["C", "C", "C", "C", "C", "C", "C", "C", "C", "N", "N", "F", "Br", "H", "H", "H", "H", "H", "H", "H", "H"], "coordinates": [[2.3104, -1.0233, 0.1552], [2.7291, 1.3753, 0.3832], [0.9298, -0.6946, -0.0666], [3.1834, 0.0280, 0.2100], [0.6482, 0.6712, 0.0333], [-0.0329, -1.7485, -0.1678], [-1.3551, -1.6221, -0.1302], [-2.3553, -0.5486, 0.1328], [-2.0384, 0.8547, -0.3746], [1.4806, 1.6562, 0.3325], [-2.5846, 1.9708, 0.1324], [-2.1495, 0.8174, -1.7447], [5.0878, -0.0749, 0.0795], [2.6885, -2.0407, 0.0457], [3.5475, 2.1469, 0.4460], [0.3935, -2.6678, -0.5983], [-1.8747, -2.6462, -0.0192], [-3.2147, -0.7674, -0.5152], [-2.6230, -0.5677, 1.1912], [-2.5551, 2.7491, -0.5860], [-2.2155, 2.1322, 1.0609]], "atomic_forces_ev_per_a": [[-0.451, 0.096, -1.402], [3.426, -1.329, -0.567], [2.386, 1.540, 1.357], [0.450, 1.647, 0.635], [-3.327, -0.347, -0.169], [-0.262, 0.184, -1.724], [-1.187, -2.995, 1.049], [0.625, 1.244, -0.380], [2.135, -2.095, -1.119], [-2.150, 0.355, -0.406], [0.140, 1.124, -1.062], [0.291, 0.443, 0.998], [-0.232, -0.554, 0.126], [-0.191, 0.134, 0.222], [-1.272, -0.530, 0.219], [-0.378, -0.049, 1.000], [0.628, 1.550, -0.852], [-0.278, -0.270, 0.539], [-0.226, 0.225, -0.066], [0.122, -1.002, 1.715], [-0.248, 0.628, -0.112]], "nbo_charge": [-0.20, 0.03, -0.20, -0.13, 0.13, -0.19, -0.15, -0.54, 0.69, -0.47, -0.82, -0.35, 0.04, 0.23, 0.20, 0.22, 0.20, 0.24, 0.24, 0.42, 0.42]}

=====

{"formula": "C9H8Cl2NO2", "method": "ωB97M-V with the def2-TZVPD basis set", "lumo_energy_ev": -5.0, "total_charge": 1, "smiles": "C/C(Cl)=C(\\Cl)[n+]1ccc(C(=O)O)cc1", "symbols": ["C", "C", "Cl", "C", "Cl", "N", "C", "C", "C", "C", "O", "O", "C", "C", "H", "H", "H", "H", "H", "H", "H", "H"], "coordinates": [[-2.3164, -3.3307, -0.7036], [-1.4851, -2.1149, -0.3288], [-1.6711, -1.5278, 1.3200], [-0.6306, -1.4970, -1.1481], [-0.3719, -2.0247, -2.7747], [0.1147, -0.3685, -0.6053], [-0.5034, 0.8172, -0.5676], [0.1376, 1.9027, -0.0281], [1.4368, 1.7066, 0.4593], [2.1208, 2.9309, 1.0771], [3.1315, 3.3369, 0.5660], [1.5765, 3.5657, 2.1335], [2.0712, 0.4673, 0.3892], [1.3593, -0.5706, -0.1578], [-3.2384, -3.2894, -0.1166], [-2.4785, -3.2975, -1.7838], [-1.7403, -4.2258, -0.4315], [-1.5110, 0.8946, -0.9684], [-0.3686, 2.8636, 0.0344], [0.9326, 3.0072, 2.5940], [3.0739, 0.3210, 0.7819], [1.7619, -1.5794, -0.2357]], "atomic_forces_ev_per_a": [[0.622, 0.878, 0.415], [-0.337, -0.415, 0.186], [0.083, -0.334, -0.687], [-0.373, -0.389, 0.611], [0.282, 0.597, 0.573], [-0.396, -0.715, -1.291], [-0.241, 0.783, -0.118], [0.379, -0.348, 0.193], [-0.460, 1.071, 0.864], [1.480, 0.316, -0.507], [-0.877, -0.410, 0.302], [-0.183, -0.764, -0.381], [-0.122, 0.404, 0.095], [0.658, -0.201, 0.162], [0.077, -0.211, -0.363], [-0.239, -0.253, 0.283], [-0.265, 0.120, -0.108], [0.224, -0.320, 0.042], [0.180, -0.207, -0.032], [-0.065, 0.148, -0.040], [-0.190, 0.024, -0.152], [-0.237, 0.226, -0.047]], "nbo_charge": [-0.66, 0.05, 0.04, 0.00, 0.10, -0.30, 0.12, -0.21, -0.02, 0.75, -0.48, -0.63, -0.20, 0.11, 0.26, 0.25, 0.26, 0.26, 0.27, 0.49, 0.28, 0.26]}

=====

{"formula": "C9H8Cl2NO4", "method": "ωB97M-V with the def2-TZVPD basis set", "lumo_energy_ev": 2.8, "total_charge": -1, "de_lowest_kcal_mol": 0.0, "smiles": "CC(C)([N+](=O)[O-])[C@]1(Cl)C=C([O-])C(Cl)=CC1=O", "symbols": ["C", "C", "C", "N", "O", "O", "H", "H", "H", "H", "H", "H", "Cl", "C", "C", "C", "O", "C", "Cl", "C", "C", "O", "H", "H"], "coordinates": [[1.1113, -1.6632, -1.4606], [-0.0420, -1.0092, -0.6699], [-0.2391, -1.6603, 0.6693], [-1.2657, -1.5376, -1.4182], [-2.3069, -1.7611, -0.8000], [-1.1480, -1.7536, -2.6380], [1.9868, -1.8068, -0.8341], [0.8671, -2.7091, -1.8826], [1.3801, -1.0229, -2.3505], [0.7430, -1.8140, 1.1721], [-0.9172, -1.0261, 1.2769], [-0.7236, -2.6956, 0.6467], [0.1035, 3.1011, 3.5138], [0.0347, 2.2367, 2.0214], [-1.1497, 2.0339, 1.3734], [-1.2407, 1.2779, 0.0790], [-2.3258, 1.3621, -0.5450], [0.0313, 0.5966, -0.4884], [0.0155, 1.0852, -2.2546], [1.2265, 1.1680, 0.0477], [1.3648, 1.8522, 1.3538], [2.3817, 2.1560, 1.8705], [-2.0508, 2.4141, 1.8338], [2.1633, 1.1757, -0.5166]], "atomic_forces_ev_per_a": [[0.553, -0.281, -1.338], [-0.120, -1.548, 0.111], [0.137, -1.227, 1.981], [-1.612, 0.286, -2.108], [1.009, 0.405, -0.664], [-0.475, 0.302, 1.856], [0.081, 0.352, 0.188], [0.021, 1.737, 0.886], [-0.217, -0.797, 1.043], [-0.695, 0.553, -0.173], [0.557, -0.495, -0.033], [0.721, 1.460, -0.314], [-0.014, -0.103, -0.077], [-1.305, -0.510, -1.691], [1.619, -0.329, 1.000], [-2.747, 0.969, -0.625], [2.837, -0.730, 1.540], [-0.622, -0.183, -1.386], [-0.311, 0.781, -1.361], [1.408, 0.974, 3.152], [-3.793, -2.386, -3.683], [3.628, 1.345, 1.893], [-0.251, -0.129, -0.348], [-0.409, -0.448, 0.151]], "nbo_charge": [-0.64, 0.05, -0.63, 0.52, -0.39, -0.39, 0.21, 0.23, 0.25, 0.22, 0.23, 0.23, 0.01, -0.02, -0.34, 0.55, -0.53, -0.07, -0.13, -0.60, 0.45, -0.64, 0.22, 0.22]}

=====

{"formula": "C9H8Cl3NO2Rh", "method": "ωB97M-V with the def2-TZVPD basis set", "lumo_energy_ev": [-5.2, -5.2], "total_charge": 1, "de_lowest_kcal_mol": 17.6, "symbols": ["Rh", "N", "C", "O", "C", "C", "H", "H", "H", "H", "H", "H", "Cl", "C", "C", "C", "Cl", "C", "O", "C", "Cl", "C", "H", "H"], "coordinates": [[0.5181, 0.1989, -0.1306], [-0.6778, 1.3170, 3.5382], [-0.5254, 1.1348, 2.2487], [0.3228, 0.2821, 1.8341], [-1.3109, 1.8619, 1.2037], [-0.3884, 1.8948, -0.0059], [-0.1381, 0.7700, 4.1934], [-1.3433, 1.9846, 3.8917], [-1.6812, 2.8340, 1.5357], [-2.1868, 1.2459, 0.9748], [0.5514, 2.4569, 0.2031], [-0.8644, 2.2316, -0.9259], [0.6634, -6.8876, 0.2972], [0.2885, -5.2171, 0.1270], [1.3247, -4.2957, 0.0493], [0.9894, -2.9681, -0.0919], [2.2414, -1.7569, -0.1652], [-0.3359, -2.5080, -0.1655], [-0.6825, -1.2487, -0.3667], [-1.3483, -3.4808, -0.0511], [-2.9888, -2.9734, -0.1020], [-1.0401, -4.8197, 0.0792], [2.3550, -4.6118, 0.1081], [-1.8300, -5.5530, 0.1478]], "atomic_forces_ev_per_a": [[1.288, -0.929, 0.399], [-0.076, 0.087, 0.043], [-0.158, -0.278, -0.238], [0.111, 0.220, 0.238], [0.164, 0.094, 0.238], [-0.919, 0.215, -0.299], [0.009, -0.002, -0.002], [0.006, -0.028, 0.026], [0.093, 0.022, -0.003], [0.043, -0.032, -0.013], [-0.100, 0.056, -0.138], [0.019, 0.121, 0.092], [0.031, -0.129, 0.018], [0.156, 0.104, -0.016], [-0.225, -0.205, 0.051], [-0.648, 0.258, -0.081], [-0.028, 0.111, -0.098], [0.475, -1.041, 0.308], [-0.558, 1.082, -0.510], [0.295, 0.215, 0.012], [-0.110, 0.036, -0.005], [0.125, 0.030, -0.008], [0.033, -0.009, -0.011], [-0.025, 0.003, -0.002]], "nbo_charge": [1.10, -0.72, 0.70, -0.59, -0.54, -0.47, 0.44, 0.43, 0.25, 0.28, 0.20, 0.23, 0.06, -0.03, -0.23, -0.09, 0.05, 0.23, -0.59, -0.07, 0.06, -0.22, 0.25, 0.26]}

=====

{"formula": "C9H8ClF", "method": "ωB97M-V with the def2-TZVPD basis set", "lumo_energy_ev": 0.8, "de_lowest_kcal_mol": 2.2, "smiles": "F[C@]1(Cl)CCc2ccccc21", "symbols": ["C", "C", "C", "C", "C", "C", "C", "C", "C", "F", "Cl", "H", "H", "H", "H", "H", "H", "H", "H"], "coordinates": [[-2.1498, -0.3060, 0.9156], [-1.5779, 0.0174, 2.1365], [-1.3815, -0.3790, -0.2378], [-0.1647, 0.1041, 2.2034], [-0.0320, -0.0305, -0.2314], [0.5427, 0.1832, 0.9899], [0.7702, 0.3102, -1.4734], [2.1612, 0.2411, -0.8497], [1.9603, 0.5526, 0.8616], [2.2301, 1.9256, 1.0335], [2.9860, -0.4155, 1.9488], [-3.2865, -0.5630, 0.9096], [-2.2942, 0.0528, 2.8696], [-1.8667, -0.5372, -1.2724], [0.4953, 0.3160, 3.0220], [0.7243, -0.4934, -2.1812], [0.4967, 1.2306, -1.7751], [2.5913, -0.8399, -0.9316], [2.8187, 0.9534, -1.4141]], "atomic_forces_ev_per_a": [[-1.712, -0.772, -0.637], [2.507, -0.870, -1.634], [-1.124, 0.259, -2.232], [-0.693, 1.032, -1.274], [-2.223, -0.067, -0.597], [-0.456, -0.007, 0.989], [1.358, -3.942, 3.666], [1.867, -0.528, 1.234], [1.224, 0.380, -3.695], [-0.338, -1.260, 0.390], [0.096, 0.474, -0.385], [2.219, 0.658, -0.214], [-0.794, 0.241, 2.477], [0.640, 0.040, 1.863], [-0.547, -0.068, 0.984], [-0.495, 0.023, -0.822], [-0.778, 3.015, -1.510], [-0.728, 1.991, 0.189], [-0.021, -0.599, 1.208]], "nbo_charge": [-0.19, -0.22, -0.21, -0.15, 0.03, -0.16, -0.45, -0.39, 0.36, -0.36, -0.03, 0.22, 0.22, 0.21, 0.23, 0.23, 0.22, 0.22, 0.22]}

=====

{"formula": "C9H8ClN", "method": "ωB97M-V with the def2-TZVPD basis set", "lumo_energy_ev": 0.7, "de_lowest_kcal_mol": 46.9, "symbols": ["C", "C", "C", "C", "C", "C", "C", "C", "C", "N", "Cl", "H", "H", "H", "H", "H", "H", "H", "H"], "coordinates": [[2.2956, 0.0099, 1.1837], [-2.6594, -1.0000, -0.0169], [-1.6665, -1.8881, 0.4175], [-2.3306, 0.3018, -0.3081], [-0.3562, -1.4919, 0.4394], [-0.9368, 0.6906, -0.3194], [-0.0672, -0.2465, 0.0753], [1.9942, 1.7228, -0.5988], [1.9190, 0.3452, -0.1239], [2.5420, -0.4441, 2.2107], [2.6337, -0.7127, -1.3745], [-3.7595, -1.3554, -0.0147], [-1.9407, -2.7633, 0.9113], [-3.0068, 0.9859, -0.5538], [0.2791, -2.3117, 0.7890], [-0.6954, 1.7030, -0.4442], [1.2030, 2.2741, 0.0042], [3.0522, 2.2203, -0.6170], [1.5005, 1.9603, -1.6598]], "atomic_forces_ev_per_a": [[0.741, -0.699, 1.024], [-1.863, -0.890, 0.539], [-1.015, 1.890, -0.380], [4.316, -2.093, 0.321], [0.047, -3.177, 0.930], [-3.214, -0.825, 0.659], [5.209, 2.539, -1.410], [-1.460, 3.717, -1.455], [-3.552, -1.885, -1.657], [0.087, 0.218, 0.229], [-0.007, -0.346, 0.433], [1.957, 0.767, -0.024], [-0.387, -1.678, 0.191], [-2.884, 2.705, -0.992], [0.659, 0.934, -0.133], [0.386, 1.133, -0.538], [1.640, 0.012, -0.063], [-2.032, -1.001, 0.396], [1.372, -1.318, 1.931]], "nbo_charge": [0.22, -0.21, -0.18, -0.18, -0.28, -0.27, 0.13, -0.67, -0.12, -0.28, 0.00, 0.22, 0.21, 0.20, 0.25, 0.22, 0.23, 0.25, 0.25]}

=====

{"formula": "C9H8FN2O2", "method": "ωB97M-V with the def2-TZVPD basis set", "lumo_energy_ev": [-5.2, -5.2], "total_charge": 1, "de_lowest_kcal_mol": 55.5, "smiles": "Cc1ccc(-c2o[nH+]c(F)[n+]2[O-])cc1", "symbols": ["C", "C", "C", "C", "C", "C", "C", "C", "C", "N", "N", "O", "O", "F", "H", "H", "H", "H", "H", "H", "H", "H"], "coordinates": [[0.4555, 0.5945, 1.1913], [0.3099, 0.5279, -1.2701], [1.8206, 0.3710, 1.1025], [1.6887, 0.3281, -1.3572], [-0.2961, 0.6417, 0.0078], [2.3915, 0.1385, -0.1418], [-1.6993, 0.4845, -0.0648], [-3.7921, -0.3170, 0.7134], [3.6243, -0.5836, -0.3277], [-3.6911, -1.0032, -0.3461], [-2.6866, 0.7323, 0.8305], [-2.9425, 1.6829, 1.5908], [-2.4076, -0.8150, -0.8416], [-4.6497, -0.5312, 1.5770], [-0.0693, 0.6489, 2.1843], [-0.3307, 0.5778, -2.1720], [2.6209, 0.3364, 1.9439], [2.1370, 0.1257, -2.3423], [4.1764, -0.2622, -1.2744], [4.3830, -0.3671, 0.4389], [3.1645, -1.6919, -0.4803], [-4.2074, -1.6192, -0.9621]], "atomic_forces_ev_per_a": [[-0.369, -0.003, 1.586], [0.867, 0.349, -0.379], [1.399, 0.287, 1.060], [-1.834, -0.127, 0.389], [-0.081, -0.563, -1.803], [-1.280, 0.540, -1.924], [-4.017, -2.391, 1.613], [2.277, 1.471, -0.609], [1.776, -1.434, -1.366], [3.485, 0.480, -1.369], [-1.743, -1.564, -0.655], [0.821, -0.042, 0.208], [1.311, 1.742, 0.155], [-1.467, 0.757, 1.551], [0.677, 0.093, -1.132], [0.541, -0.051, 0.637], [-2.191, -0.040, -1.004], [-0.046, 0.253, 0.720], [-1.039, -0.694, 0.946], [-0.459, -1.021, 0.233], [2.042, 2.143, 0.659], [-0.670, -0.184, 0.485]], "nbo_charge": [-0.10, -0.11, -0.23, -0.21, -0.26, 0.08, 0.53, 0.81, -0.65, -0.21, 0.04, -0.41, -0.32, -0.17, 0.25, 0.24, 0.26, 0.24, 0.24, 0.24, 0.26, 0.48]}

=====

Number 1: DFT total energy -702.6960 a.u.. Number 2: DFT total energy -3130.9759 a.u.. Number 3: DFT total energy -1473.1140 a.u.. Number 4: DFT total energy -1623.7640 a.u.. Number 5: DFT total energy -2043.8310 a.u.. Number 6: DFT total energy -907.7640 a.u.. Number 7: DFT total energy -862.5779 a.u.. Number 8: DFT total energy -707.0830 a.u..